Entry from OMol25: a molecular structure, C19H6Cl11OPd (ωB97M-V/def2-TZVPD).

Properties
Energy above the lowest of the compared OMol25 structures with the same formula, charge and spin (eV): 14.293
F_max (eV/Å): 0.64
LUMO energy (eV): 0.97
Highest occupied orbital energy (eV): -5.052

```
! RIJCOSX wB97M-V def2-TZVPD def2/J DEFGRID3
* xyz -1 1
Pd 0.5251 -0.5529 -0.4115
Cl 2.8250 0.4699 0.8009
C 1.1364 0.3731 2.9885
C -0.0455 0.3013 2.6218
C -1.0037 0.1555 3.5961
Cl -2.7085 0.0465 3.2547
C -0.5200 0.1104 4.9117
Cl -1.6301 -0.0610 6.2228
C 0.8663 0.1998 5.1875
Cl 1.4192 0.1275 6.8167
C 1.8189 0.3478 4.1616
Cl 3.4971 0.4310 4.3876
Cl 5.0816 1.0302 -3.0024
C 4.4326 0.0554 -1.7106
C 5.1066 0.1106 -0.4295
Cl 6.8470 -0.1805 -0.4963
C 4.6116 0.2269 0.7932
Cl 2.8738 3.0045 2.0025
C 2.4472 -1.3355 0.4652
O 1.9410 1.0912 -0.3449
C 2.7249 -1.5402 -0.8598
Cl 2.3976 -3.1869 -1.3983
C 3.3404 -0.7076 -1.9028
Cl 2.5211 -0.6897 -3.4505
Cl -0.5406 -5.7974 -0.8737
C -0.8607 -4.1000 -0.8345
C -1.2843 -3.5212 0.3675
C -1.5416 -2.1748 0.4084
C -1.4063 -1.3727 -0.7580
C -1.3945 0.0576 -0.6762
C -0.9123 -1.9848 -1.9357
C -0.6581 -3.3524 -1.9731
H -1.3649 -4.1312 1.2555
H -1.8525 -1.7015 1.3314
H -1.8242 0.5321 0.1992
H -1.4926 0.6283 -1.5944
H -0.7863 -1.3873 -2.8284
H -0.2762 -3.8210 -2.8679
*
```


Entry from OMol25: a molecular structure, C13H28CrN5O3S4 (ωB97M-V/def2-TZVPD).

Properties
Energy above the lowest of the compared OMol25 structures with the same formula, charge and spin (eV): 0.499
F_max (eV/Å): 1.25
LUMO energy (spin up / spin down) (eV): -2.35 / -2.35
<S²>: 6.0130
Highest occupied orbital energy (spin up / spin down) (eV): -10.973 / -11.075

```
! RIJCOSX wB97M-V def2-TZVPD def2/J DEFGRID3
* xyz 1 5
Cr -0.2942 -0.2335 0.7492
C -1.1213 3.2275 5.2925
C 0.0469 2.5443 4.6953
N 1.2633 2.6110 5.1165
N 1.9824 1.8357 4.2564
C 1.2366 1.2750 3.3010
S 1.7319 0.2713 2.0534
N -0.0150 1.7268 3.5750
N -1.0936 1.3453 2.8022
H -0.8089 3.7013 6.2188
H -1.9278 2.5257 5.5071
H -1.5109 3.9921 4.6186
H 2.9764 1.7326 4.3694
H -1.8430 0.9506 3.3591
H -1.4805 2.1121 2.2615
C 2.3372 -1.2500 -3.9166
C 3.3224 -0.8588 -2.8135
S 2.7499 -0.9913 -1.0929
C 2.6694 -2.7845 -0.8335
C 1.4714 -3.5138 -1.4410
S -0.1499 -2.8183 -0.9519
C -1.0730 -2.6750 -2.5137
C -0.3599 -2.1873 -3.7703
S 0.6268 -0.6504 -3.6784
H 2.2939 -2.3299 -4.0370
H 2.6772 -0.8215 -4.8585
H 3.6026 0.1906 -2.9026
H 4.2269 -1.4606 -2.9068
H 2.6741 -2.8954 0.2522
H 3.5945 -3.2097 -1.2241
H 1.4839 -4.5504 -1.1051
H 1.5245 -3.5100 -2.5265
H -1.8866 -2.0081 -2.2280
H -1.4900 -3.6583 -2.7333
H -1.1272 -1.9968 -4.5204
H 0.3025 -2.9492 -4.1762
C -2.1413 1.6132 -2.2436
C -1.5799 1.7324 -0.8397
C -1.6334 3.1647 -0.3355
O -0.1910 1.2664 -0.7729
C -2.3142 0.7343 0.1045
O -3.0234 1.1328 1.0208
O -2.0339 -0.4985 -0.1706
H -1.5093 2.1533 -2.9505
H -3.1413 2.0461 -2.2666
H -2.2118 0.5699 -2.5481
H -1.4199 3.8645 -1.1429
H -0.8874 3.3152 0.4478
H -2.6230 3.3746 0.0656
H 0.0621 0.8795 -1.6325
N -0.8770 -1.7957 2.1232
H -1.8712 -1.9007 1.9243
H -0.7703 -1.6538 3.1209
H -0.4466 -2.6871 1.8982
*
```


Entry from OMol25: a molecular structure, C31H29IO3PRuSSb (ωB97M-V/def2-TZVPD).

Properties
Energy above the lowest of the compared OMol25 structures with the same formula, charge and spin (eV): 0.000
F_max (eV/Å): 2.35
LUMO energy (spin up / spin down) (eV): -3.66 / -4.38
<S²>: 0.7748
Highest occupied orbital energy (spin up / spin down) (eV): -10.698 / -10.740

```
! RIJCOSX wB97M-V def2-TZVPD def2/J DEFGRID3
* xyz 1 2
Ru -0.4675 -0.0285 0.2848
I 2.2892 -0.1332 -0.0357
C 2.4801 0.0531 2.0389
C 3.7337 0.0949 2.5688
C 3.8672 0.1704 3.9717
C 2.7549 0.1872 4.7608
C 1.4551 0.1523 4.1998
C 0.2985 0.1685 5.0224
C -0.9507 0.1530 4.4785
C -1.1103 0.1335 3.0730
C -0.0224 0.1008 2.2391
C 1.2929 0.0961 2.7909
H 4.6105 0.0665 1.9363
H 4.8562 0.2044 4.4083
H 2.8501 0.2277 5.8390
H 0.4284 0.1901 6.0978
H -1.8248 0.1549 5.1166
H -2.1088 0.1582 2.6507
O -1.4225 0.8913 -1.6373
S -2.7553 0.9683 -0.9660
O -3.8762 0.7783 -1.8199
O -2.6542 0.0309 0.2000
C -2.8297 2.5741 -0.2430
C -4.0745 3.1620 -0.0838
C -4.1562 4.4289 0.4721
C -2.9994 5.0904 0.8598
C -1.7579 4.4887 0.7038
C -1.6563 3.2137 0.1548
P -0.0457 2.3865 -0.0728
C 1.0045 3.0980 1.2234
C 0.5184 3.2082 2.5275
C 1.3574 3.6069 3.5541
C 2.6953 3.8807 3.2937
C 3.1892 3.7603 2.0042
C 2.3496 3.3636 0.9718
C 0.6122 3.0028 -1.6366
C 0.8878 2.1471 -2.6994
C 1.3974 2.6589 -3.8839
C 1.6328 4.0204 -4.0056
C 1.3696 4.8738 -2.9415
C 0.8637 4.3687 -1.7550
H -4.9580 2.6350 -0.4176
H -5.1207 4.9029 0.5935
H -3.0617 6.0834 1.2850
H -0.8673 5.0116 1.0288
H -0.5197 2.9819 2.7395
H 0.9683 3.6998 4.5596
H 3.3485 4.1977 4.0963
H 4.2294 3.9767 1.7984
H 2.7427 3.2663 -0.0323
H 0.6869 1.0893 -2.6068
H 1.6056 1.9961 -4.7130
H 2.0227 4.4196 -4.9326
H 1.5596 5.9346 -3.0361
H 0.6698 5.0375 -0.9253
C 0.4324 -4.7584 0.1395
Sb -0.4833 -2.8455 0.1089
C -0.8110 -2.6476 -2.0036
C -2.4764 -3.3377 0.6788
H -0.2397 -5.4156 -0.4080
H 0.5452 -5.0990 1.1653
H 1.4043 -4.7156 -0.3450
H -1.5259 -3.4053 -2.3234
H 0.1288 -2.7870 -2.5375
H -1.2155 -1.6642 -2.2412
H -2.8251 -4.2083 0.1248
H -3.1009 -2.4754 0.4526
H -2.5125 -3.5480 1.7462
*
```


Entry from OMol25: a molecular structure, C9H8O4Sr (ωB97M-V/def2-TZVPD).

Properties
Energy above the lowest of the compared OMol25 structures with the same formula, charge and spin (eV): 0.000
F_max (eV/Å): 6.72
LUMO energy (eV): -9.65
Highest occupied orbital energy (eV): -16.542

```
! RIJCOSX wB97M-V def2-TZVPD def2/J DEFGRID3
* xyz 2 1
C 3.7539 -0.2561 0.5121
C 2.3696 0.2097 0.0082
O 2.0263 -0.0608 -1.1067
O 1.6210 0.9162 0.8999
C 0.5565 1.6407 0.2784
C -0.6787 0.7338 0.1877
C -0.9495 0.1110 -0.9684
C -2.0608 -0.8157 -1.1896
O -2.2155 -1.4412 -2.2881
C -3.0373 -1.0085 -0.0748
C -2.8428 -0.4114 1.1054
C -1.6321 0.4883 1.3564
O -1.4667 0.9882 2.4126
H 4.4812 0.4190 0.0304
H 3.8102 -0.1916 1.6098
H 3.8718 -1.2922 0.1658
H 0.8202 2.1080 -0.6822
H 0.3076 2.4689 0.9701
H -0.2807 0.3076 -1.8225
H -3.8979 -1.6478 -0.3029
H -3.5932 -0.5497 1.8937
Sr -0.9633 -2.7165 -2.9954
*
```


Entry from OMol25: 2 unconnected molecules or ions with the total composition C4H12S (ωB97M-V/def2-TZVPD).

Properties
Energy above the lowest of the compared OMol25 structures with the same formula, charge and spin (eV): 1.865
F_max (eV/Å): 4.56
LUMO energy (eV): 0.99
SMILES string: CSC.CC
Highest occupied orbital energy (eV): -8.401

```
! RIJCOSX wB97M-V def2-TZVPD def2/J DEFGRID3
* xyz 0 1
C -1.3605 -0.9987 -0.2837
S -2.3464 -0.4849 -1.6966
C -1.7522 1.0928 -2.1864
H -0.4777 -1.4387 -0.6065
H -1.0273 -0.2473 0.5270
H -2.1894 -1.4386 0.1980
H -1.9519 1.2166 -3.1898
H -0.6598 0.9072 -1.9905
H -2.0716 2.0508 -1.7323
C 1.6195 0.3340 0.7286
C 1.9600 -0.5440 1.9785
H 2.3135 1.2659 0.6068
H 1.4690 -0.2944 -0.1008
H 0.6975 1.0151 0.9396
H 2.9418 -0.5690 2.3966
H 1.2305 -0.2142 2.7290
H 1.6052 -1.6523 1.6826
*
```


Entry from OMol25: a molecular structure, C5H17N2OP (ωB97M-V/def2-TZVPD).

Properties
Energy above the lowest of the compared OMol25 structures with the same formula, charge and spin (eV): 1.498
F_max (eV/Å): 4.32
LUMO energy (eV): -7.19
Highest occupied orbital energy (eV): -16.363

```
! RIJCOSX wB97M-V def2-TZVPD def2/J DEFGRID3
* xyz 2 1
C -2.9502 -1.2956 2.3478
C 3.2332 -0.9324 -2.1883
C -0.1311 3.1091 0.6396
C -1.8092 -0.4727 0.2585
C 1.4713 -0.1826 -0.6498
N -1.8362 -0.4036 1.7689
N 1.7946 -0.4439 -2.0666
O -0.4366 1.6388 0.7533
P -0.7418 0.9008 -0.6738
H -3.2491 -2.0116 1.6464
H -2.4512 -1.9017 3.1713
H -3.7379 -0.6317 2.6348
H 3.1791 -1.8495 -1.5309
H 3.4242 -1.1733 -3.3459
H 4.0499 -0.1762 -1.9944
H -0.8984 3.6099 1.3584
H -0.3418 3.5100 -0.3791
H 0.9314 3.3245 0.9453
H -2.8687 -0.3406 -0.1918
H -1.3582 -1.3619 -0.0618
H 1.3250 -1.1291 -0.0676
H 2.1135 0.5812 -0.3095
H -0.9797 -0.8010 2.0349
H -1.8830 0.5761 2.1567
H 1.9135 0.5343 -2.4728
H 1.2329 -1.2173 -2.4333
*
```


Entry from OMol25: a single C5H8N2O3 molecule (ωB97M-V/def2-TZVPD).

Properties
Energy above the lowest of the compared OMol25 structures with the same formula, charge and spin (eV): 3.658
F_max (eV/Å): 5.54
LUMO energy (eV): 0.32
SMILES string: [H]/N=C(\O)C(=O)N1CC(O)C1
Highest occupied orbital energy (eV): -9.923

```
! RIJCOSX wB97M-V def2-TZVPD def2/J DEFGRID3
* xyz 0 1
H 2.0791 -1.5362 -2.3922
N 1.4689 -1.8457 -1.3846
C 0.3418 -1.4894 -1.7914
O 0.6476 -0.8730 -3.2255
C -0.7313 -0.6215 -1.1650
O -1.5225 -0.1022 -1.9612
N -0.4674 -0.1133 0.0271
C -0.9547 1.1237 0.6318
C -0.2499 0.6925 1.9476
O 0.7039 1.5781 2.4554
C 0.4005 -0.4613 1.1550
H -0.1841 -0.3848 -3.3814
H -2.0491 1.2031 0.6632
H -0.5288 2.0257 0.1710
H -0.9470 0.3603 2.7285
H 0.2779 2.2215 3.0286
H 1.4695 -0.2961 0.9706
H 0.2455 -1.4816 1.5225
*
```